This record from the OMol25 dataset describes C24H33HgN2O19S3 as an isolated structure. The level of theory is ωB97M-V/def2-TZVPD.

```
82
Properties=species:S:1:pos:R:3:forces:R:3:lowdin_charge:R:1
Hg -26.812 5.901 -19.716 0.082 -0.011 0.022 0.4121
S -23.278 -2.096 -24.830 0.615 -0.466 0.114 0.7483
S -16.503 2.143 -19.353 0.586 -0.948 2.442 0.7399
S -29.240 1.272 -7.221 -0.355 -0.178 -1.612 0.7681
O -18.974 0.965 -11.738 -1.433 2.174 0.447 0.0578
O -22.340 8.251 -18.506 2.532 1.993 1.872 0.0673
O -22.178 -1.466 -25.561 -2.416 -1.481 1.616 -0.2345
O -24.691 2.284 -17.350 1.668 -0.956 2.920 0.1683
O -15.918 3.374 -19.815 -0.824 -1.508 0.670 -0.2304
O -22.844 -2.278 -23.243 1.765 -0.810 -1.253 -0.2084
O -17.606 1.663 -20.445 1.111 0.374 1.074 -0.2033
O -19.106 -7.260 -18.870 -0.152 -0.375 -0.161 0.0726
O -28.533 1.392 -5.942 -1.551 0.017 -3.351 -0.2268
O -24.387 -0.967 -24.417 0.349 -1.257 -2.192 -0.1763
O -30.709 1.212 -7.305 3.256 0.239 0.424 -0.2534
O -28.588 0.068 -8.121 -0.342 0.464 -0.560 -0.2344
O -17.823 -8.913 -18.270 -1.432 0.645 -0.083 0.0705
O -16.973 1.989 -17.936 0.926 0.560 -4.249 -0.2823
O -23.923 -3.326 -25.296 1.240 2.769 0.846 -0.2345
O -28.697 2.366 -8.405 0.479 1.594 3.326 -0.2461
O -21.017 0.758 -11.179 -0.524 0.909 0.040 0.0610
O -15.449 0.851 -19.609 -0.678 2.262 -0.041 -0.2049
O -21.153 9.768 -17.136 0.067 -1.496 -1.418 0.0208
N -20.063 1.482 -11.400 1.551 -2.485 -0.005 -0.3170
N -18.781 -8.149 -18.108 1.418 0.150 0.603 -0.3451
C -28.433 0.440 -9.568 -0.511 0.089 0.460 -0.1000
C -19.384 5.153 -11.529 -1.761 -0.821 -0.608 -0.0321
C -28.898 1.941 -9.716 -0.637 -2.148 0.947 -0.1918
C -24.433 -0.790 -23.049 -1.492 2.443 1.618 -0.2505
C -19.747 -9.273 -14.686 -0.409 0.118 -0.175 -0.0640
C -21.332 8.597 -17.861 -2.615 -1.285 -0.328 -0.4118
C -19.052 8.620 -17.325 -0.222 -0.735 1.368 -0.1395
C -16.077 -0.225 -20.279 -1.351 0.067 0.650 -0.1607
C -23.915 -1.980 -22.368 -0.182 -1.594 -0.441 -0.1916
C -20.667 5.699 -11.216 1.965 -1.257 -0.691 -0.0307
C -19.810 9.734 -16.579 0.606 0.421 -0.205 -0.1477
C -20.713 -7.107 -15.073 -0.970 1.144 0.915 -0.1086
C -24.184 1.708 -16.202 -4.451 -1.543 -1.945 -0.2358
C -19.258 -9.316 -15.962 0.497 0.687 -1.029 -0.0017
C -17.563 0.239 -20.505 -0.052 -1.027 -0.732 -0.1680
C -20.464 -8.158 -14.276 0.665 -2.058 2.527 -0.0847
C -24.976 0.528 -15.584 0.547 -0.029 0.299 -0.0411
C -19.436 -8.184 -16.789 -1.215 -0.721 1.132 -0.1053
C -20.189 7.613 -17.592 0.054 1.834 -1.303 -0.0744
C -20.265 -7.125 -16.333 2.080 -0.242 -3.241 -0.0126
C -19.198 3.747 -11.570 1.746 2.332 0.240 -0.0100
C -20.219 2.952 -11.232 -0.384 -1.593 -0.869 -0.1637
C -21.464 3.467 -10.981 -0.866 -2.014 1.104 -0.0482
C -21.702 4.786 -10.925 0.322 2.448 0.067 -0.0788
H -23.147 1.444 -16.412 1.382 0.152 -0.475 0.1960
H -25.458 -0.546 -22.767 -0.126 -0.107 -0.105 0.1389
H -15.625 -0.486 -21.236 0.328 0.410 0.144 0.1279
H -18.205 3.380 -11.789 -0.130 -0.308 -0.216 0.1259
H -18.264 8.198 -16.701 -0.003 0.062 0.078 0.1144
H -20.428 -6.274 -16.978 0.062 -0.052 -0.195 0.1158
H -22.258 2.808 -10.662 -0.002 -0.275 -0.276 0.1219
H -23.832 0.085 -22.803 0.224 0.061 0.110 0.1350
H -18.597 5.720 -12.006 0.067 0.498 0.582 0.1028
H -24.009 2.393 -15.372 0.660 1.380 0.151 0.1767
H -15.992 -1.059 -19.583 -0.311 -0.230 -0.305 0.1303
H -18.719 -10.210 -16.238 0.192 0.271 -0.534 0.1208
H -18.556 8.970 -18.231 -0.416 0.049 -0.106 0.1222
H -18.312 -0.166 -19.826 0.353 -0.098 0.261 0.1233
H -24.410 0.006 -14.812 0.622 0.275 -0.038 0.0868
H -28.271 2.454 -10.445 0.002 0.255 0.431 0.1265
H -25.317 -0.293 -16.215 -0.077 0.516 -0.554 0.0922
H -27.379 0.354 -9.830 0.088 0.114 0.516 0.1154
H -19.883 9.628 -15.497 -0.149 -0.577 -0.022 0.1229
H -21.221 -6.244 -14.668 -0.178 0.044 -0.142 0.1165
H -17.852 -0.033 -21.520 -0.111 0.130 0.075 0.1281
H -20.726 6.774 -11.299 -0.588 0.016 0.286 0.1014
H -19.553 -10.131 -14.060 -0.193 0.155 0.306 0.1136
H -19.309 10.695 -16.700 -0.391 0.154 -0.399 0.1238
H -20.733 -8.158 -13.230 -0.364 0.238 0.086 0.1122
H -20.059 7.053 -18.518 0.028 -0.343 0.399 0.1243
H -22.694 5.083 -10.619 0.011 0.393 -0.122 0.1107
H -24.581 -2.843 -22.390 -0.414 0.079 -0.006 0.1345
H -25.813 0.903 -14.995 -0.343 0.280 -0.360 0.0911
H -23.601 -1.871 -21.330 0.437 0.350 -0.321 0.1390
H -29.961 2.131 -9.863 -0.035 -0.571 -0.913 0.1232
H -20.551 7.015 -16.755 0.484 -0.133 0.058 0.1306
H -28.946 -0.292 -10.192 -0.407 0.119 0.351 0.1195
```
Forces are in eV/Å.

Output
Gap between HOMO and LUMO   1.210 eV
Charge   +1